# 1
# C3H4BrIN2P

A molecular structure, C3H4BrIN2P in a non-equilibrium geometry (ωB97M-V/def2-TZVPD, the OMol25 dataset).

Summary:
**Strongest force on any atom**: 4.80 eV Å⁻¹
**E_LUMO (alpha / beta)**: -4.93 / -6.92 eV
**Multiplicity**: 3
**Charge**: +1

Element x y z (Å)
1 C 1.500 0.269 0.723
2 C 1.448 0.059 -0.652
3 C -0.743 -0.115 0.524
4 N 0.273 0.257 1.259
5 N 0.287 -0.282 -1.129
6 P -2.561 -0.069 0.609
7 Br 2.972 0.581 -1.643
8 I -3.121 0.377 -1.688
9 H 2.285 0.366 1.408
10 H 0.094 0.492 2.356
11 H 0.078 -0.327 -2.135
12 H -2.510 -1.608 0.368



# 2
# C3H4BrN

A single C3H4BrN molecule in a non-equilibrium geometry (ωB97M-V/def2-TZVPD, the OMol25 dataset).

Summary:
**ΔE to the lowest compared entry with this formula, charge and spin**: 240.7 kJ/mol
**Strongest force on any atom**: 2.91 eV Å⁻¹
**E_LUMO**: 0.85 eV
**SMILES string**: NCC#CBr
**Charge**: 0

Element x y z (Å)
1 N -0.968 -1.034 0.178
2 C -0.535 0.322 0.446
3 C 0.620 0.664 -0.385
4 C 1.616 0.506 -1.004
5 Br 3.015 0.806 -2.069
6 H -1.880 -1.096 0.639
7 H -0.406 -1.549 0.836
8 H -1.280 0.964 -0.104
9 H -0.183 0.416 1.463



# 3
# C3H4BrN

3 unconnected molecules or ions with the total composition C3H4BrN in a non-equilibrium geometry (ωB97M-V/def2-TZVPD, the OMol25 dataset).

Summary:
**ΔE to the lowest compared entry with this formula, charge and spin**: 223.5 kJ/mol
**Strongest force on any atom**: 4.13 eV Å⁻¹
**E_LUMO**: -0.08 eV
**Charge**: 0

Element x y z (Å)
1 C 0.901 0.272 1.250
2 C -0.841 -0.767 -0.078
3 C -0.439 0.141 0.812
4 N 2.005 0.584 1.381
5 Br -1.664 1.368 1.702
6 H 0.867 0.669 -2.088
7 H -1.900 -0.781 -0.448
8 H -0.067 -1.300 -0.700
9 H 1.137 -0.185 -1.831